Here is one molecule with the formula C4H7O2 at a distorted geometry from OMol25. Energies are from wB97M-V/def2-TZVPD.

Values from the calculation:
LUMO energy (spin up / spin down) = 0.76 / -1.83 eV
Expectation value of S² = 0.766
Orbital gap (spin up / spin down) = 10.4685 / 8.3564 eV

```
! wB97M-V def2-TZVPD RIJCOSX def2/J DEFGRID3
* xyz 0 2
O 0.086 0.421 2.667
C -0.109 1.170 1.715
C -0.017 0.933 0.318
C 0.787 0.013 -0.520
C -0.043 -1.116 -1.140
O -1.093 -1.630 -0.281
H -0.491 2.177 1.901
H -1.219 -0.911 0.338
H -0.622 1.620 -0.285
H 1.506 -0.491 0.131
H 1.273 0.540 -1.335
H 0.552 -1.957 -1.485
H -0.611 -0.769 -2.025
*
```

Mulliken atomic charge list, values in e, 4 entries:
1. O -0.477
2. C 0.055
3. C -0.600
4. C -0.106

---

Here is a 3-piece molecular cluster, C19H23N2O8S overall from OMol25. Energies are from wB97M-V/def2-TZVPD.

Values from the calculation:
LUMO energy = -3.25 eV
Orbital gap = 8.1416 eV

```
! wB97M-V def2-TZVPD RIJCOSX def2/J DEFGRID3
* xyz 1 1
C 0.117 1.306 -0.343
C -0.321 2.621 -0.877
O -0.555 2.875 -2.018
O -0.493 3.646 0.096
C -1.678 4.274 0.107
O -1.798 5.460 0.246
C -2.886 3.354 -0.003
S -4.361 4.308 0.397
C -5.514 3.739 -0.880
C -5.651 2.199 -0.781
C -7.117 1.736 -0.848
O -4.824 1.580 -1.744
H 0.326 1.313 0.721
H -0.707 0.612 -0.530
H 0.968 0.958 -0.923
H -2.836 2.497 0.666
H -2.985 3.003 -1.033
H -3.978 5.522 -0.040
H -5.054 3.999 -1.833
H -6.450 4.276 -0.759
H -5.247 1.851 0.174
H -7.802 2.546 -0.611
H -7.328 1.403 -1.864
H -7.282 0.898 -0.178
H -5.137 1.784 -2.635
C 6.274 0.119 -3.184
C 6.468 -0.989 -2.370
C 5.701 -1.157 -1.229
C 4.747 -0.202 -0.929
C 4.540 0.912 -1.722
C 5.314 1.069 -2.859
N 3.924 -0.383 0.274
O 4.140 -1.351 0.972
O 3.058 0.440 0.514
H 6.875 0.244 -4.074
H 7.218 -1.725 -2.623
H 5.844 -2.012 -0.586
H 3.796 1.647 -1.455
H 5.171 1.934 -3.490
C 1.787 -4.193 1.050
C 0.931 -5.285 1.131
C 0.435 -5.688 2.360
C 0.809 -4.982 3.488
C 1.666 -3.900 3.430
C 2.158 -3.502 2.196
N 0.266 -5.393 4.795
O -0.471 -6.356 4.819
O 0.584 -4.737 5.765
H 2.171 -3.881 0.087
H 0.650 -5.825 0.237
H -0.230 -6.534 2.440
H 1.943 -3.374 4.331
H 2.825 -2.657 2.126
*
```

Mulliken atomic charge list, values in e, 4 entries:
1. C -0.939
2. C 0.692
3. O -0.481
4. O -0.261

---

Here is C32H40AuN7S4Si2 as an isolated structure from OMol25. Energies are from wB97M-V/def2-TZVPD.

Values from the calculation:
LUMO energy = 3.79 eV
Orbital gap = 4.1871 eV

```
! wB97M-V def2-TZVPD RIJCOSX def2/J DEFGRID3
* xyz -2 1
Au -0.425 0.360 -0.735
C 4.879 3.307 -1.612
Si 3.570 1.925 -1.640
C 3.537 1.228 -3.393
C 4.196 0.591 -0.472
N 2.028 2.374 -1.131
C 1.278 3.380 -1.500
C 1.574 4.514 -2.249
C 0.610 5.341 -2.894
C -0.677 5.034 -3.227
C -1.342 3.782 -2.969
C -1.059 2.928 -1.954
N -1.639 1.691 -1.723
Si -3.110 1.156 -2.402
C -2.975 0.448 -4.144
C -3.819 -0.197 -1.298
C -4.400 2.544 -2.443
H 5.893 2.898 -1.578
H 4.739 3.937 -0.731
H 4.803 3.946 -2.493
H 4.481 0.767 -3.694
H 3.298 2.022 -4.104
H 2.751 0.472 -3.460
H 5.250 0.351 -0.632
H 3.610 -0.321 -0.595
H 4.065 0.920 0.560
H 2.622 4.746 -2.397
H 0.983 6.287 -3.286
H -1.207 5.741 -3.859
H -2.128 3.491 -3.658
H -2.138 -0.249 -4.202
H -2.807 1.235 -4.882
H -3.887 -0.089 -4.421
H -3.030 -0.870 -0.962
H -4.578 -0.786 -1.819
H -4.278 0.246 -0.411
H -4.419 3.079 -3.393
H -4.184 3.274 -1.661
H -5.399 2.138 -2.266
S -0.560 0.745 5.653
C -0.004 -0.102 4.327
S -0.020 0.593 2.738
C 0.597 -0.897 2.076
N 0.788 -1.826 2.955
N 0.472 -1.376 4.226
C 0.621 -2.358 5.240
C 0.733 -2.038 6.591
C 0.862 -3.051 7.531
C 0.892 -4.384 7.150
C 0.811 -4.696 5.799
C 0.682 -3.699 4.850
S 0.978 -1.081 0.402
H 0.713 -1.008 6.900
H 0.943 -2.783 8.577
H 0.981 -5.167 7.893
H 0.848 -5.730 5.476
H 0.624 -3.940 3.800
N -0.094 3.339 -1.005
C -0.371 3.543 0.315
C -1.676 3.414 0.828
C -1.937 3.657 2.164
C -0.930 4.031 3.044
C 0.363 4.146 2.546
C 0.651 3.900 1.217
H -2.469 3.098 0.166
H -2.950 3.534 2.530
H -1.142 4.210 4.089
H 1.173 4.423 3.212
H 1.668 3.952 0.857
C -0.360 -4.457 1.132
C -0.377 -4.663 -0.349
C -0.809 -5.793 -0.986
C -0.813 -5.764 -2.403
N -0.468 -4.721 -3.122
C -0.048 -3.577 -2.496
S 0.315 -2.149 -3.227
N 0.039 -3.631 -1.109
C -1.276 -6.974 -3.170
H -0.586 -5.386 1.652
H -1.098 -3.699 1.403
H 0.607 -4.076 1.460
H -1.144 -6.655 -0.430
H 0.302 -2.756 -0.642
H -1.359 -7.853 -2.533
H -0.585 -7.174 -3.987
H -2.253 -6.766 -3.611
*
```

Mulliken atomic charge list, values in e, 4 entries:
1. Au 0.083
2. C -1.230
3. Si -0.179
4. C -0.864

---

Here is a 4-piece molecular cluster, C24H58N2O15PS2 overall at a distorted geometry from OMol25. Energies are from wB97M-V/def2-TZVPD.

Values from the calculation:
LUMO energy = 2.17 eV
Orbital gap = 7.8062 eV

```
! wB97M-V def2-TZVPD RIJCOSX def2/J DEFGRID3
* xyz -1 1
C -4.223 4.510 -10.969
C -2.892 3.511 -10.798
O -3.373 2.156 -10.490
P -2.411 1.373 -9.261
O -0.932 1.914 -9.127
C -3.438 1.529 -7.616
C -2.532 1.963 -6.322
C -2.825 1.030 -4.965
S -1.233 1.133 -3.920
O -0.858 2.663 -3.903
O -0.174 0.280 -4.718
N -1.449 0.474 -2.308
S 0.060 0.567 -1.383
O 1.208 1.263 -2.155
O -0.307 1.410 -0.100
O 0.609 -1.003 -0.983
C 2.009 -1.000 -0.526
C 3.057 -1.734 -1.597
N 3.530 -0.704 -2.599
C 5.041 -0.557 -2.618
C 5.354 0.909 -1.876
C 4.916 2.153 -2.880
O 6.764 1.043 -1.464
O -2.337 -0.318 -9.680
C -1.529 -1.097 -8.730
C -0.870 -2.348 -9.623
H -4.760 4.485 -9.927
H -3.764 5.594 -11.156
H -4.899 4.218 -11.878
H -2.239 4.010 -9.965
H -2.281 3.498 -11.818
H -4.205 2.419 -7.801
H -4.066 0.544 -7.475
H -1.357 1.872 -6.500
H -2.699 3.103 -6.013
H -3.100 -0.088 -5.252
H -3.680 1.553 -4.338
H 2.048 -1.690 0.446
H 2.412 0.050 -0.182
H 3.901 -2.206 -0.934
H 2.519 -2.641 -2.148
H 3.140 -0.871 -3.558
H 5.504 -0.596 -3.715
H 5.611 -1.379 -2.003
H 4.588 0.959 -0.964
H 3.932 1.902 -3.505
H 5.817 2.448 -3.599
H 4.609 3.075 -2.192
H 7.347 1.064 -2.296
H -2.133 -1.607 -7.865
H -0.614 -0.531 -8.270
H -0.600 -1.886 -10.685
H 0.129 -2.709 -9.090
H -1.656 -3.216 -9.683
C 0.539 -0.614 3.397
O 1.089 -1.885 3.060
C 1.864 -2.440 4.127
C 1.079 -3.518 4.882
O -0.033 -2.953 5.584
C -1.265 -3.162 4.901
H -0.216 -0.358 2.647
H 0.064 -0.622 4.380
H 1.328 0.144 3.373
H 2.211 -1.654 4.809
H 2.746 -2.902 3.672
H 1.735 -3.970 5.633
H 0.749 -4.313 4.202
H -1.578 -4.203 5.019
H -1.191 -2.913 3.837
H -2.022 -2.516 5.356
C -1.625 -3.272 8.318
O -2.797 -4.060 8.129
C -2.677 -5.359 8.716
C -3.423 -5.437 10.052
O -2.806 -4.606 11.040
C -3.505 -3.380 11.227
H -1.864 -2.236 8.059
H -1.276 -3.300 9.353
H -0.833 -3.626 7.651
H -1.623 -5.639 8.836
H -3.133 -6.067 8.017
H -3.374 -6.466 10.423
H -4.482 -5.176 9.927
H -4.422 -3.563 11.795
H -3.747 -2.897 10.275
H -2.866 -2.706 11.805
C 0.185 4.176 5.692
O 0.529 3.098 4.827
C 0.673 3.518 3.467
C 2.149 3.663 3.083
O 2.767 4.740 3.796
C 3.555 4.282 4.889
H 0.318 3.842 6.726
H 0.817 5.051 5.526
H -0.865 4.445 5.543
H 0.125 4.452 3.286
H 0.223 2.739 2.844
H 2.214 3.905 2.018
H 2.692 2.723 3.247
H 4.486 3.849 4.516
H 3.020 3.546 5.499
H 3.798 5.142 5.520
*
```

Mulliken atomic charge list, values in e, 4 entries:
1. C -0.842
2. C -0.307
3. O -0.408
4. P 1.011

---

Number 1: E -307.00178 hartree. Number 2: E -1846.96534 hartree. Number 3: E -3934.28989 hartree. Number 4: E -3324.70606 hartree.